Record 1
A cluster of 2 separate species, C3H6O in total. Source: OMol25; level of theory: ωB97M-V with the def2-TZVPD basis set.

HOMO energy = -8.6 eV
Kohn-Sham gap = 9.418 eV
strongest force on any atom = 0.62 eV/Å
ΔE to the lowest compared entry with this formula, charge and spin = 460.4 kJ/mol
lowest unoccupied orbital energy = 0.83 eV

The geometry in ORCA input format:
```
! RIJCOSX wB97M-V def2-TZVPD def2/J DEFGRID3
* xyz 0 1
C -0.48 -0.70 0.16
C -0.08 0.01 -1.13
O 1.21 0.27 -0.53
C 0.93 -0.31 0.64
H -0.54 -1.79 0.09
H -1.35 -0.33 0.69
H 0.04 -0.59 -2.04
H -0.60 0.95 -1.35
H 0.71 0.98 1.79
H 0.15 1.49 1.68
*
```

---

Record 2
An isolated molecule of C3H6O at a distorted geometry. Source: OMol25; level of theory: ωB97M-V with the def2-TZVPD basis set.

HOMO energy = -8.6 eV
Kohn-Sham gap = 9.646 eV
strongest force on any atom = 1.83 eV/Å
structure (SMILES) = C/C=C/O
ΔE to the lowest compared entry with this formula, charge and spin = 137.3 kJ/mol
lowest unoccupied orbital energy = 1.09 eV

The geometry in ORCA input format:
```
! RIJCOSX wB97M-V def2-TZVPD def2/J DEFGRID3
* xyz 0 1
C 0.86 0.88 1.42
C 0.27 -0.23 0.56
C -0.31 0.09 -0.59
O -0.81 -0.81 -1.48
H 1.56 1.50 0.88
H 0.09 1.46 1.93
H 1.49 0.43 2.19
H -0.02 -1.09 1.15
H -0.76 1.06 -0.78
H -0.42 -1.67 -1.34
*
```

---

Record 3
A cluster of 2 separate species, C3H6O in total at a distorted geometry. Source: OMol25; level of theory: ωB97M-V with the def2-TZVPD basis set.

HOMO energy = -9.6 eV
Kohn-Sham gap = 10.580 eV
strongest force on any atom = 1.57 eV/Å
structure (SMILES) = C=C.C=O
ΔE to the lowest compared entry with this formula, charge and spin = 232.6 kJ/mol
lowest unoccupied orbital energy = 0.97 eV

The geometry in ORCA input format:
```
! RIJCOSX wB97M-V def2-TZVPD def2/J DEFGRID3
* xyz 0 1
C 2.19 -0.56 -0.03
C 1.82 0.69 -0.28
H 2.49 -0.93 0.94
H 2.55 -1.26 -0.78
H 1.24 1.22 0.46
H 2.07 1.30 -1.14
C -3.09 -0.12 0.18
O -2.48 -0.10 1.21
H -4.00 -0.73 0.13
H -2.79 0.49 -0.69
*
```

---

Record 4
A cluster of 2 separate species, C3H6O in total at a distorted geometry. Source: OMol25; level of theory: ωB97M-V with the def2-TZVPD basis set.

HOMO energy (spin up / spin down) = -7.7 / -7.7 eV
Kohn-Sham gap (spin up / spin down) = 8.345 / 8.454 eV
strongest force on any atom = 3.82 eV/Å
ΔE to the lowest compared entry with this formula, charge and spin = 384.4 kJ/mol
lowest unoccupied orbital energy (spin up / spin down) = 0.68 / 0.75 eV

The geometry in ORCA input format:
```
! RIJCOSX wB97M-V def2-TZVPD def2/J DEFGRID3
* xyz 0 1
C 1.16 -2.07 0.24
C -0.09 0.63 -0.24
C -0.73 -0.55 0.39
O 1.64 -2.35 1.29
H 1.47 -2.00 -0.84
H 0.01 0.39 -1.31
H 1.02 0.78 0.17
H -0.79 1.42 0.08
H -0.67 -0.60 1.47
H -1.62 -0.84 -0.12
*
```

---

Record 5
An isolated molecule of C3H6O2 at a distorted geometry. Source: OMol25; level of theory: ωB97M-V with the def2-TZVPD basis set.

HOMO energy = -9.1 eV
Kohn-Sham gap = 9.834 eV
strongest force on any atom = 4.28 eV/Å
structure (SMILES) = O=CCCO
ΔE to the lowest compared entry with this formula, charge and spin = 309.1 kJ/mol
lowest unoccupied orbital energy = 0.76 eV

The geometry in ORCA input format:
```
! RIJCOSX wB97M-V def2-TZVPD def2/J DEFGRID3
* xyz 0 1
O -1.43 -0.56 -2.01
C -1.31 -0.36 -0.80
C -0.12 0.58 -0.41
C 0.66 0.24 0.84
O 1.25 -1.03 0.63
H -2.22 -1.00 -0.78
H 0.53 0.56 -1.30
H -0.51 1.61 -0.33
H 1.43 1.01 1.02
H -0.02 0.24 1.69
H 1.65 -1.32 1.46
*
```

---

Record 6
A cluster of 4 separate species, C3H6O2 in total at a distorted geometry. Source: OMol25; level of theory: ωB97M-V with the def2-TZVPD basis set.

HOMO energy = -10.1 eV
Kohn-Sham gap = 9.240 eV
strongest force on any atom = 4.99 eV/Å
ΔE to the lowest compared entry with this formula, charge and spin = 901.4 kJ/mol
lowest unoccupied orbital energy = -0.89 eV

The geometry in ORCA input format:
```
! RIJCOSX wB97M-V def2-TZVPD def2/J DEFGRID3
* xyz 0 1
C 1.81 0.17 -0.04
C -0.52 0.31 0.00
C -1.73 -0.43 -0.06
H 2.26 0.55 1.09
H 2.51 -0.70 -0.33
H 1.78 1.03 -0.81
H -2.56 0.19 -1.30
H -1.15 -2.20 0.00
H -2.46 0.05 1.47
O 0.60 -0.49 -0.01
O -0.55 1.53 -0.01
*
```

---

Record 7
A cluster of 2 separate species, C3H6O2 in total at a distorted geometry. Source: OMol25; level of theory: ωB97M-V with the def2-TZVPD basis set.

HOMO energy = -10.1 eV
Kohn-Sham gap = 10.812 eV
strongest force on any atom = 4.99 eV/Å
structure (SMILES) = CC=O.C=O
ΔE to the lowest compared entry with this formula, charge and spin = 289.6 kJ/mol
lowest unoccupied orbital energy = 0.71 eV

The geometry in ORCA input format:
```
! RIJCOSX wB97M-V def2-TZVPD def2/J DEFGRID3
* xyz 0 1
C -0.25 -1.67 -1.57
C -0.17 -1.32 -0.12
O -1.19 -1.45 0.47
H -1.35 -1.74 -1.89
H 0.24 -2.55 -2.10
H 0.14 -0.91 -2.39
H 0.63 -1.04 0.40
C 0.93 2.23 0.26
O 0.58 2.25 1.41
H 1.31 1.23 0.00
H 0.77 3.09 -0.41
*
```

---

Record 8
A cluster of 2 separate species, C3H6O2 in total. Source: OMol25; level of theory: ωB97M-V with the def2-TZVPD basis set.

HOMO energy = -10.0 eV
Kohn-Sham gap = 10.618 eV
strongest force on any atom = 0.79 eV/Å
structure (SMILES) = CC=O.C=O
ΔE to the lowest compared entry with this formula, charge and spin = 189.4 kJ/mol
lowest unoccupied orbital energy = 0.59 eV

The geometry in ORCA input format:
```
! RIJCOSX wB97M-V def2-TZVPD def2/J DEFGRID3
* xyz 0 1
C 0.88 -0.92 -0.95
C 0.56 -1.85 0.18
O 1.34 -2.20 1.01
H 0.31 -0.02 -0.75
H 1.91 -0.61 -0.89
H 0.65 -1.30 -1.94
H -0.49 -2.17 0.25
C -1.29 2.24 0.77
O -1.10 2.40 1.93
H -0.50 2.44 0.02
H -2.27 2.00 0.36
*
```

---

Record 9
An isolated molecule of C3H6O2 at a distorted geometry. Source: OMol25; level of theory: ωB97M-V with the def2-TZVPD basis set.

HOMO energy = -9.4 eV
Kohn-Sham gap = 10.381 eV
strongest force on any atom = 5.29 eV/Å
structure (SMILES) = COCC=O
ΔE to the lowest compared entry with this formula, charge and spin = 382.4 kJ/mol
lowest unoccupied orbital energy = 0.99 eV

The geometry in ORCA input format:
```
! RIJCOSX wB97M-V def2-TZVPD def2/J DEFGRID3
* xyz 0 1
C -1.68 -0.49 0.37
O -0.75 0.08 -0.71
C -0.02 1.01 0.02
C 1.34 0.24 0.21
O 1.48 -0.89 -0.08
H -2.77 -0.54 0.15
H -1.60 0.22 1.31
H -1.19 -1.61 0.22
H 0.10 1.63 -0.78
H -0.48 1.43 0.90
H 2.20 0.75 0.88
*
```

---

Record 10
An isolated molecule of C3H6O2 at a distorted geometry. Source: OMol25; level of theory: ωB97M-V with the def2-TZVPD basis set.

HOMO energy = -9.8 eV
Kohn-Sham gap = 10.531 eV
strongest force on any atom = 3.98 eV/Å
structure (SMILES) = C[C@@H](O)C=O
ΔE to the lowest compared entry with this formula, charge and spin = 218.1 kJ/mol
lowest unoccupied orbital energy = 0.72 eV

The geometry in ORCA input format:
```
! RIJCOSX wB97M-V def2-TZVPD def2/J DEFGRID3
* xyz 0 1
C 1.35 0.21 0.21
C -0.11 0.16 -0.18
O -0.24 0.31 -1.51
C -1.20 -0.75 0.45
O -2.07 -1.17 -0.26
H 2.07 -0.38 -0.37
H 1.55 0.15 1.33
H 1.82 1.29 -0.10
H -0.73 1.06 0.47
H -1.14 -0.11 -1.71
H -1.29 -0.77 1.67
*
```

---

Record 11
A cluster of 2 separate species, C3H6O2 in total at a distorted geometry. Source: OMol25; level of theory: ωB97M-V with the def2-TZVPD basis set.

HOMO energy = -8.2 eV
Kohn-Sham gap = 8.626 eV
strongest force on any atom = 2.63 eV/Å
structure (SMILES) = C=CO.C=O
ΔE to the lowest compared entry with this formula, charge and spin = 306.2 kJ/mol
lowest unoccupied orbital energy = 0.41 eV

The geometry in ORCA input format:
```
! RIJCOSX wB97M-V def2-TZVPD def2/J DEFGRID3
* xyz 0 1
C 0.14 -1.33 1.88
C -0.13 -0.36 0.97
O -1.40 -0.28 0.50
H 0.78 -1.25 2.74
H -0.39 -2.26 1.67
H 0.57 0.40 0.66
H -1.46 0.57 0.07
C 1.29 0.91 -1.71
O 0.09 0.94 -1.57
H 1.89 1.04 -0.82
H 1.68 0.65 -2.70
*
```

---

Record 12
An isolated molecule of C3H6O2 at a distorted geometry. Source: OMol25; level of theory: ωB97M-V with the def2-TZVPD basis set.

HOMO energy = -10.5 eV
Kohn-Sham gap = 11.314 eV
strongest force on any atom = 3.54 eV/Å
structure (SMILES) = CCC(=O)O
ΔE to the lowest compared entry with this formula, charge and spin = 164.8 kJ/mol
lowest unoccupied orbital energy = 0.81 eV

The geometry in ORCA input format:
```
! RIJCOSX wB97M-V def2-TZVPD def2/J DEFGRID3
* xyz 0 1
C 1.88 0.17 -0.14
C 0.71 -0.88 0.11
C -0.50 -0.01 0.13
O -0.39 1.19 0.13
O -1.87 -0.46 -0.15
H 2.86 -0.32 -0.50
H 1.95 0.44 0.95
H 1.86 0.89 -1.02
H 0.43 -1.55 -0.74
H 0.76 -1.49 1.12
H -2.23 0.52 -0.23
*
```

---

Record 13
An isolated molecule of C3H6O2. Source: OMol25; level of theory: ωB97M-V with the def2-TZVPD basis set.

HOMO energy = -10.1 eV
Kohn-Sham gap = 11.067 eV
strongest force on any atom = 0.35 eV/Å
structure (SMILES) = C[C@]1(O)CO1
ΔE to the lowest compared entry with this formula, charge and spin = 161.3 kJ/mol
lowest unoccupied orbital energy = 0.98 eV

The geometry in ORCA input format:
```
! RIJCOSX wB97M-V def2-TZVPD def2/J DEFGRID3
* xyz 0 1
C -1.35 -0.23 0.14
C 0.12 0.14 0.24
O 0.33 1.25 1.04
C 1.06 -0.18 -0.83
O 1.11 -0.85 0.44
H -1.91 0.17 1.00
H -1.45 -1.32 0.11
H -1.77 0.19 -0.77
H 1.25 1.15 1.35
H 1.85 0.53 -1.06
H 0.76 -0.84 -1.66
*
```

---

Record 14
A cluster of 2 separate species, C3H6O2 in total at a distorted geometry. Source: OMol25; level of theory: ωB97M-V with the def2-TZVPD basis set.

HOMO energy = -9.9 eV
Kohn-Sham gap = 10.587 eV
strongest force on any atom = 2.40 eV/Å
structure (SMILES) = O=C[C@@H]1CO1.[H][H]
ΔE to the lowest compared entry with this formula, charge and spin = 515.1 kJ/mol
lowest unoccupied orbital energy = 0.71 eV

The geometry in ORCA input format:
```
! RIJCOSX wB97M-V def2-TZVPD def2/J DEFGRID3
* xyz 0 1
O -1.82 0.58 -1.06
C -1.04 0.77 -0.15
C -0.10 -0.24 0.33
C 1.17 -0.78 0.84
O 0.42 -1.38 -0.23
H -1.03 1.65 0.51
H -1.15 -0.31 0.98
H 1.08 -1.28 1.80
H 2.20 -0.49 0.59
H -0.09 0.77 -1.95
H 0.62 0.80 -1.75
*
```

---

Record 15
A cluster of 2 separate species, C3H6O2 in total at a distorted geometry. Source: OMol25; level of theory: ωB97M-V with the def2-TZVPD basis set.

HOMO energy (spin up / spin down) = -14.1 / -14.1 eV
Kohn-Sham gap (spin up / spin down) = 9.022 / 5.318 eV
strongest force on any atom = 1.28 eV/Å
ΔE to the lowest compared entry with this formula, charge and spin = 71.4 kJ/mol
<S²> = 0.756
lowest unoccupied orbital energy (spin up / spin down) = -5.12 / -8.82 eV

The geometry in ORCA input format:
```
! RIJCOSX wB97M-V def2-TZVPD def2/J DEFGRID3
* xyz 1 2
O -2.55 -0.52 -0.04
C -2.47 0.67 -0.20
H -1.92 1.08 -1.06
H -2.90 1.37 0.54
C 2.39 -0.14 -0.15
C 1.10 -0.64 0.02
O 0.18 0.15 0.45
H 3.19 -0.81 -0.42
H 2.63 0.89 0.11
H 0.84 -1.68 -0.18
H -0.50 -0.37 0.94
*
```

---

Record 16
An isolated molecule of C3H6O2S at a distorted geometry. Source: OMol25; level of theory: ωB97M-V with the def2-TZVPD basis set.

HOMO energy = -10.0 eV
Kohn-Sham gap = 9.817 eV
strongest force on any atom = 6.40 eV/Å
structure (SMILES) = C[C@H](O)C(=O)S
ΔE to the lowest compared entry with this formula, charge and spin = 334.1 kJ/mol
lowest unoccupied orbital energy = -0.14 eV

The geometry in ORCA input format:
```
! RIJCOSX wB97M-V def2-TZVPD def2/J DEFGRID3
* xyz 0 1
C 1.37 0.34 -0.56
C 0.38 -0.11 0.33
O 0.40 -1.62 0.14
C -0.90 0.59 0.06
O -0.91 1.82 0.26
S -2.22 -0.53 -0.28
H 2.48 0.27 -0.29
H 1.03 1.52 -0.98
H 1.11 -0.27 -1.34
H 0.71 0.19 1.41
H 0.17 -2.21 1.01
H -3.61 0.03 0.23
*
```

---

Record 17
An isolated molecule of C3H6O2S at a distorted geometry. Source: OMol25; level of theory: ωB97M-V with the def2-TZVPD basis set.

HOMO energy = -9.3 eV
Kohn-Sham gap = 10.006 eV
strongest force on any atom = 1.38 eV/Å
structure (SMILES) = O=C(O)CCS
ΔE to the lowest compared entry with this formula, charge and spin = 17.7 kJ/mol
lowest unoccupied orbital energy = 0.70 eV

The geometry in ORCA input format:
```
! RIJCOSX wB97M-V def2-TZVPD def2/J DEFGRID3
* xyz 0 1
O -1.17 -0.35 2.06
C -0.47 -0.67 1.13
O 0.88 -0.74 1.27
C -0.91 -0.78 -0.30
C -0.71 0.52 -1.10
S 1.05 0.94 -1.29
H 1.03 -0.50 2.20
H -1.98 -0.98 -0.30
H -0.33 -1.54 -0.81
H -1.05 0.28 -2.09
H -1.32 1.31 -0.67
H 0.94 1.56 -2.47
*
```

---

Record 18
An isolated molecule of C3H6O2S at a distorted geometry. Source: OMol25; level of theory: ωB97M-V with the def2-TZVPD basis set.

HOMO energy = -8.2 eV
Kohn-Sham gap = 8.703 eV
strongest force on any atom = 5.26 eV/Å
ΔE to the lowest compared entry with this formula, charge and spin = 389.4 kJ/mol
lowest unoccupied orbital energy = 0.51 eV

The geometry in ORCA input format:
```
! RIJCOSX wB97M-V def2-TZVPD def2/J DEFGRID3
* xyz 0 1
C -1.01 0.63 -1.07
C -0.22 -0.59 0.40
C 1.25 -0.05 0.27
O -0.54 -1.89 0.55
O 1.48 1.15 0.79
S -1.51 0.61 0.66
H -0.60 1.52 -1.31
H -1.43 -0.01 -1.83
H 1.57 -0.14 -0.74
H 1.89 -0.81 0.82
H -1.53 -2.01 0.77
H 0.66 1.59 0.69
*
```

---

Record 19
An isolated molecule of C3H6O2S2 at a distorted geometry. Source: OMol25; level of theory: ωB97M-V with the def2-TZVPD basis set.

HOMO energy = -8.8 eV
Kohn-Sham gap = 9.161 eV
strongest force on any atom = 1.01 eV/Å
structure (SMILES) = O=C(O)CCSS
ΔE to the lowest compared entry with this formula, charge and spin = 15.0 kJ/mol
lowest unoccupied orbital energy = 0.34 eV

The geometry in ORCA input format:
```
! RIJCOSX wB97M-V def2-TZVPD def2/J DEFGRID3
* xyz 0 1
O -2.36 -0.26 0.59
C -1.35 -0.90 0.67
O -1.24 -1.94 1.53
C -0.06 -0.67 -0.10
C 0.43 0.74 0.24
S 2.10 1.09 -0.36
S 1.61 2.19 -2.07
H -2.05 -1.93 2.06
H -0.31 -0.76 -1.16
H 0.67 -1.37 0.28
H -0.22 1.53 -0.12
H 0.43 0.85 1.33
H 2.36 1.43 -2.88
*
```

---

Record 20
An isolated molecule of C3H6O2S3 at a distorted geometry. Source: OMol25; level of theory: ωB97M-V with the def2-TZVPD basis set.

HOMO energy (spin up / spin down) = -7.0 / -6.9 eV
Kohn-Sham gap (spin up / spin down) = 7.486 / 7.293 eV
strongest force on any atom = 4.46 eV/Å
ΔE to the lowest compared entry with this formula, charge and spin = 338.9 kJ/mol
lowest unoccupied orbital energy (spin up / spin down) = 0.47 / 0.42 eV

The geometry in ORCA input format:
```
! RIJCOSX wB97M-V def2-TZVPD def2/J DEFGRID3
* xyz 0 1
C 0.58 0.44 0.32
C -1.35 -1.09 0.15
C 1.16 1.58 -0.48
O -0.53 -0.09 -0.15
O 0.68 1.59 -1.70
S 1.42 -0.36 1.76
S -0.85 -2.32 1.27
S -2.75 -1.20 -0.86
H 2.29 1.40 -0.53
H 1.04 2.62 0.01
H 0.92 0.70 -2.10
H 2.74 -0.35 1.20
H -2.14 -2.82 1.35
H -3.19 -0.09 -0.24
*
```